1.
{
  "formula": "C19H17N7PdS",
  "method": "wB97M-V/def2-TZVPD",
  "spin_multiplicity": 3,
  "mol_weight_g_mol": 481.88,
  "e_above_lowest_kj_mol": 43.3,
  "homo_lumo_gap_ev": [6.04, 7.00],
  "species": ["C", "N", "H", "C", "N", "C", "C", "H", "H", "H", "H", "H", "H", "N", "Pd", "C", "N", "H", "H", "C", "H", "C", "N", "C", "N", "S", "H", "C", "H", "C", "C", "C", "C", "C", "C", "H", "H", "H", "C", "H", "C", "H", "N", "C", "C"],
  "xyz": [[1.046, -0.322, -1.590], [0.633, 3.736, -0.910], [2.610, -1.686, -2.404], [-1.399, -2.131, -3.695], [1.953, -1.893, -0.365], [1.824, 4.104, -0.445], [1.039, -1.220, 0.373], [-3.608, -0.285, 0.257], [-1.451, -3.147, -0.466], [0.594, -2.721, 4.706], [1.788, -3.030, 2.487], [-2.296, -0.320, -4.422], [-0.633, -3.858, -2.684], [1.087, -2.328, 2.647], [-1.213, 0.730, 0.641], [-2.690, -0.857, 0.164], [-0.293, -0.655, 2.302], [1.973, 2.653, 3.481], [-1.131, -0.618, 4.271], [1.969, -1.325, -1.620], [0.447, 3.500, 3.765], [-0.433, -1.080, 3.595], [-0.483, -2.858, -6.003], [-2.574, -0.542, -2.314], [-0.046, 3.293, 1.330], [-1.800, 2.673, -0.573], [2.532, 4.453, -1.190], [2.161, 4.049, 0.888], [-2.567, -1.610, 0.939], [0.413, -2.124, 3.831], [-1.630, -2.522, -1.335], [-2.116, -0.937, -3.551], [0.628, -1.417, 1.757], [-2.329, -1.315, -1.163], [-0.261, 3.308, -0.014], [2.526, -2.662, -0.068], [0.738, 0.355, -2.369], [-3.095, 0.401, -2.208], [-0.897, -2.529, -4.981], [1.970, 4.412, 3.600], [1.160, 3.635, 1.764], [3.141, 4.336, 1.244], [0.484, -0.274, -0.346], [1.401, 3.553, 3.245], [-1.171, -2.925, -2.572]],
  "nbo_charge": [-0.056, -0.489, 0.234, -0.230, -0.498, 0.088, 0.291, 0.215, 0.194, 0.231, 0.421, 0.226, 0.216, -0.500, 0.833, -0.613, -0.472, 0.220, 0.230, -0.073, 0.235, -0.067, -0.341, -0.214, -0.518, -0.287, 0.191, -0.352, 0.191, -0.092, -0.195, -0.154, 0.310, -0.033, 0.254, 0.420, 0.251, 0.230, 0.289, 0.219, 0.264, 0.217, -0.462, -0.648, -0.179]
}


2.
{
  "formula": "C19H17NO6",
  "method": "wB97M-V/def2-TZVPD",
  "mol_weight_g_mol": 355.35,
  "e_above_lowest_kj_mol": 131.7,
  "homo_lumo_gap_ev": 8.52,
  "species": ["H", "C", "H", "O", "H", "H", "C", "H", "H", "C", "O", "C", "H", "C", "H", "O", "H", "C", "C", "O", "H", "C", "H", "C", "C", "H", "N", "C", "C", "O", "C", "C", "C", "C", "H", "C", "H", "H", "C", "H", "O", "C", "H"],
  "xyz": [[-3.632, -2.928, -0.103], [-4.531, -0.633, 0.056], [8.011, 2.140, -1.108], [-3.328, -0.983, 0.539], [7.553, 3.108, 1.117], [4.239, 0.450, 1.584], [0.548, -1.336, -0.036], [6.563, 0.338, -1.991], [-3.262, -2.742, 1.619], [2.758, -2.184, -0.434], [4.586, -0.738, -0.801], [-4.991, 3.482, 0.124], [3.438, -3.010, -0.567], [3.257, -0.887, -0.503], [2.762, 1.200, -0.431], [-5.392, -1.415, -0.262], [0.375, 0.801, -0.004], [5.055, 0.834, 0.990], [-5.798, 1.401, -0.456], [-3.535, 1.563, 0.299], [-1.345, -0.630, 0.302], [6.925, 2.321, 0.729], [1.034, -3.417, -0.148], [5.303, 0.302, -0.271], [5.865, 1.842, 1.479], [5.668, 2.251, 2.459], [-0.820, -1.492, 0.209], [-4.655, 0.828, -0.034], [7.181, 1.778, -0.520], [-6.008, 2.730, -0.511], [-1.537, -2.629, 0.345], [1.416, -2.411, -0.204], [2.388, 0.189, -0.354], [-3.024, -2.368, 0.617], [-2.821, 3.447, 0.295], [-3.617, 2.882, -0.191], [-3.468, 2.887, -1.279], [-6.638, 0.807, -0.773], [1.047, -0.038, -0.119], [-5.076, 4.504, -0.247], [-1.113, -3.761, 0.285], [6.376, 0.774, -1.022], [-5.149, 3.465, 1.209]],
  "nbo_charge": [0.238, 0.766, 0.215, -0.517, 0.214, 0.228, 0.129, 0.225, 0.215, -0.232, -0.496, -0.104, 0.228, 0.253, 0.222, -0.588, 0.206, -0.309, 0.136, -0.484, 0.423, -0.238, 0.257, 0.373, -0.192, 0.214, -0.600, 0.040, -0.191, -0.467, 0.659, -0.219, -0.222, -0.173, 0.205, -0.099, 0.183, 0.227, -0.233, 0.205, -0.605, -0.281, 0.187]
}


3.
{
  "formula": "C19H18AuCl3N2OPSi",
  "method": "wB97M-V/def2-TZVPD",
  "mol_weight_g_mol": 652.75,
  "e_above_lowest_kj_mol": 0.0,
  "homo_lumo_gap_ev": [6.76, 6.76],
  "charge": 1,
  "species": ["H", "C", "C", "C", "Si", "P", "H", "C", "H", "Cl", "C", "H", "C", "H", "H", "Au", "N", "H", "H", "C", "C", "C", "H", "H", "H", "H", "Cl", "C", "H", "H", "C", "C", "C", "C", "O", "C", "Cl", "C", "C", "C", "H", "H", "H", "N", "H", "C"],
  "xyz": [[-0.674, 6.127, 1.851], [-1.259, -1.865, 5.379], [-1.526, 4.206, 2.279], [-1.105, 0.323, 6.385], [-2.684, -0.574, 0.773], [0.311, 0.611, 2.616], [-1.524, -2.911, 5.447], [-0.610, 0.843, 5.198], [2.353, 0.519, 4.853], [-3.977, 0.423, -0.484], [-1.429, -1.023, 6.471], [-1.721, 2.574, -0.682], [4.092, -0.109, 1.425], [-1.245, 0.974, 7.237], [2.115, 2.902, 2.153], [-0.329, -0.032, 0.540], [-1.355, 2.219, -1.557], [0.008, 0.865, -2.093], [5.898, -0.249, 2.568], [4.203, 0.146, 3.821], [0.830, 4.605, 1.966], [0.040, 2.385, 2.450], [4.556, -0.308, 0.468], [-1.824, -1.420, 7.397], [1.647, 5.285, 1.769], [-2.542, 4.574, 2.320], [-2.990, -2.587, 0.460], [4.831, -0.077, 2.600], [-0.369, 1.896, 5.127], [-0.651, -2.005, 3.329], [-0.764, -1.357, 4.191], [-1.274, 2.861, 2.496], [-0.475, 5.076, 2.013], [-0.437, -0.005, 4.105], [2.132, -0.223, -0.804], [1.814, -0.020, 0.324], [-3.475, -0.203, 2.674], [2.092, 0.333, 2.721], [1.092, 3.259, 2.183], [2.830, 0.352, 3.895], [0.631, 2.013, -1.100], [-2.098, 2.186, 2.701], [-1.111, 3.003, -2.154], [-0.190, 1.440, -1.279], [4.788, 0.150, 4.731], [2.722, 0.089, 1.510]],
  "nbo_charge": [0.235, -0.141, -0.190, -0.205, 0.753, 1.177, 0.227, -0.184, 0.239, -0.359, -0.163, 0.362, -0.166, 0.234, 0.219, 0.767, -0.637, 0.401, 0.240, -0.157, -0.220, -0.454, 0.245, 0.232, 0.234, 0.237, -0.359, -0.175, 0.230, 0.231, -0.181, -0.206, -0.171, -0.446, -0.495, 0.332, -0.397, -0.400, -0.136, -0.176, 0.371, 0.249, 0.355, -0.703, 0.239, -0.091]
}


4.
{
  "formula": "C19H18BF4N2O2Re",
  "method": "wB97M-V/def2-TZVPD",
  "spin_multiplicity": 4,
  "mol_weight_g_mol": 579.38,
  "e_above_lowest_kj_mol": 0.0,
  "homo_lumo_gap_ev": [7.34, 7.00],
  "charge": 1,
  "species": ["H", "C", "C", "H", "C", "N", "C", "O", "C", "Re", "H", "H", "H", "C", "C", "C", "H", "H", "F", "C", "H", "C", "B", "C", "F", "O", "H", "H", "C", "H", "C", "H", "N", "H", "F", "H", "C", "C", "C", "H", "H", "C", "C", "C", "H", "H", "F"],
  "xyz": [[-9.687, -3.983, 4.708], [-12.323, -5.936, 5.677], [-12.543, -4.862, 3.514], [-11.972, -6.767, 5.025], [-14.127, 1.347, 4.929], [-13.663, -0.135, 6.771], [-14.488, 0.149, 9.010], [-13.980, 0.186, 4.183], [-14.714, 1.952, 7.415], [-13.320, -1.341, 5.256], [-13.601, -5.095, 3.513], [-11.962, -3.620, 6.621], [-14.555, -2.052, 11.587], [-12.082, -3.478, 5.534], [-14.658, -0.397, 10.286], [-9.229, -0.713, 3.968], [-10.607, 0.854, 4.485], [-12.912, -3.320, 9.935], [-17.129, -2.795, 4.908], [-14.237, 1.089, 6.415], [-12.466, -3.906, 2.911], [-14.950, 1.463, 8.667], [-16.246, -1.833, 4.573], [-9.872, -2.958, 4.548], [-15.709, -1.186, 5.769], [-14.131, 2.496, 4.462], [-7.948, -2.454, 3.780], [-15.091, 2.925, 7.161], [-8.924, -2.064, 4.037], [-11.966, -5.722, 3.019], [-11.135, -2.502, 4.931], [-8.554, -0.033, 3.492], [-12.025, -4.753, 4.864], [-13.438, -6.059, 5.976], [-16.886, -0.891, 3.782], [-15.396, 2.149, 9.410], [-14.204, -1.640, 10.637], [-12.994, -1.723, 8.515], [-11.434, -1.112, 4.888], [-11.781, -5.793, 6.591], [-13.222, -3.057, 5.439], [-13.759, -0.609, 8.090], [-10.439, -0.183, 4.465], [-13.258, -2.290, 9.718], [-15.302, 0.205, 10.942], [-12.143, -2.030, 7.926], [-15.114, -2.479, 3.833]],
  "nbo_charge": [0.241, -0.408, -0.436, 0.231, 0.729, -0.459, -0.094, -0.646, -0.227, 1.671, 0.213, 0.249, 0.252, -0.127, -0.145, -0.169, 0.237, 0.244, -0.526, 0.204, 0.219, -0.039, 1.352, -0.163, -0.556, -0.468, 0.244, 0.273, -0.149, 0.228, -0.104, 0.240, -0.409, 0.197, -0.532, 0.255, -0.180, -0.221, -0.269, 0.200, 0.081, 0.179, -0.156, -0.149, 0.236, 0.215, -0.555]
}